# 1
ORCA calculation (ωB97M-V/def2-TZVPD) on C4H8BaO3 as an isolated structure.

Positions of all 16 atoms, in Å:
C -1.96 -0.44 -1.35
C -0.57 0.06 -1.29
O -0.46 1.24 -1.82
H -1.95 -1.45 -0.91
H -2.64 0.22 -0.81
H -2.23 -0.59 -2.41
H 0.24 -0.58 -1.64
H 0.09 -0.91 0.50
O 2.03 0.80 1.17
C 1.44 0.10 2.02
C 0.75 -1.11 1.66
H 0.03 -1.41 2.44
H 1.05 0.67 2.89
H 1.43 -1.94 1.44
Ba 2.20 3.23 -0.06
O 0.57 2.11 -1.82

The total charge is +2. Its multiplicity is 1.



# 2
ORCA calculation (ωB97M-V/def2-TZVPD) on C24H20BrN5NbOS as an isolated structure.

Positions of all 53 atoms, in Å:
Nb -5.12 -3.47 18.04
Br -2.62 -10.38 16.01
C -2.99 -8.61 16.35
C -2.35 -7.59 15.69
C -2.62 -6.25 15.96
C -3.60 -5.92 16.91
O -3.84 -4.55 17.07
C -4.26 -6.96 17.61
C -5.14 -6.67 18.65
N -5.60 -5.45 18.98
C -6.72 -5.38 19.85
C -7.37 -6.48 20.44
C -8.51 -6.24 21.25
C -9.07 -4.98 21.45
C -8.42 -3.83 20.92
C -8.84 -2.47 21.08
C -8.04 -1.43 20.62
C -6.98 -1.70 19.74
N -6.65 -2.99 19.47
C -7.28 -4.07 20.10
C -3.97 -8.30 17.33
H -1.62 -7.91 14.94
H -2.09 -5.44 15.51
H -5.43 -7.48 19.34
H -7.02 -7.49 20.25
H -8.99 -7.11 21.69
H -10.00 -4.89 22.01
H -9.74 -2.18 21.58
H -8.27 -0.41 20.89
H -6.39 -0.91 19.29
H -4.54 -9.10 17.80
C -7.42 -2.65 13.17
C -7.90 -3.70 14.20
C -7.20 -3.56 15.46
N -6.50 -3.50 16.41
H -7.94 -2.82 12.24
H -6.35 -2.73 12.98
H -7.59 -1.65 13.53
H -7.69 -4.72 13.78
H -8.98 -3.53 14.39
C -1.41 1.00 20.29
C -2.11 -0.24 19.91
C -2.03 -1.39 20.66
C -2.78 -2.45 20.27
N -3.50 -2.45 19.11
C -3.53 -1.24 18.43
S -4.62 -1.26 17.01
N -2.80 -0.19 18.78
H -1.11 0.91 21.34
H -2.04 1.88 20.17
H -0.49 1.17 19.72
H -1.53 -1.52 21.62
H -2.81 -3.38 20.83

The total charge is +3. Its multiplicity is 1.



# 3
ORCA calculation (ωB97M-V/def2-TZVPD) on a 3-piece molecular cluster, C25H42FN3OP overall.

Positions of all 73 atoms, in Å:
C -3.22 -5.32 -1.28
C -2.15 -4.82 -2.25
C -2.52 -3.50 -2.94
C -1.32 -2.56 -3.11
C -0.98 -1.86 -1.79
C 0.40 -1.18 -1.80
C 1.57 -2.04 -1.33
C 1.67 -2.29 0.20
C 1.19 -3.73 0.57
C 1.86 -4.41 1.75
F -0.19 -3.67 0.86
C 3.15 -2.09 0.62
C 3.55 -0.61 0.53
C 2.72 0.20 1.52
P 3.37 1.92 1.74
C 1.85 2.80 2.30
O 3.38 2.27 0.11
N 1.29 0.09 1.07
C 0.78 -1.33 1.02
H -3.34 -4.63 -0.44
H -4.19 -5.41 -1.79
H -2.97 -6.30 -0.88
H -1.94 -5.59 -2.99
H -1.22 -4.68 -1.68
H -3.28 -2.99 -2.34
H -2.97 -3.71 -3.92
H -0.46 -3.14 -3.46
H -1.55 -1.80 -3.86
H -1.09 -2.58 -0.97
H -1.74 -1.09 -1.61
H 0.60 -0.87 -2.83
H 0.34 -0.25 -1.23
H 1.52 -3.01 -1.85
H 2.49 -1.58 -1.68
H 1.27 -4.36 -0.31
H 1.32 -5.32 1.98
H 2.89 -4.67 1.50
H 1.87 -3.78 2.64
H 3.79 -2.68 -0.04
H 3.31 -2.41 1.65
H 4.61 -0.49 0.76
H 3.39 -0.20 -0.47
H 2.78 -0.29 2.50
H 1.20 3.08 1.46
H 2.17 3.71 2.82
H 1.28 2.21 3.02
H 3.35 3.22 -0.06
H 1.20 0.55 0.15
H 0.69 0.62 1.70
H 0.73 -1.66 2.06
H -0.23 -1.29 0.64
N -0.65 2.36 -0.93
C -0.49 2.93 -2.12
C -1.51 3.07 -3.05
C -2.78 2.61 -2.72
C -2.96 2.01 -1.48
C -1.88 1.92 -0.63
H 0.51 3.28 -2.35
H -1.32 3.55 -4.00
H -3.60 2.71 -3.41
H -3.93 1.64 -1.18
H -1.99 1.47 0.36
N -1.46 4.63 3.75
C -1.23 5.74 4.45
C -0.88 6.95 3.86
C -0.75 7.01 2.49
C -0.98 5.86 1.75
C -1.34 4.71 2.43
H -1.34 5.66 5.52
H -0.71 7.82 4.48
H -0.47 7.94 2.00
H -0.89 5.86 0.67
H -1.54 3.79 1.88

The total charge is +1. Its multiplicity is 1.



Max |F|
In order: 5.26, 2.81, 0.33
Unit: eV/Å
Total energy
In order: -11092.8922, -117114.3760, -45125.4886
Unit: eV